Formula: C30H53F5N7O8P2S
Source: the OMol25 dataset
Level of theory: the ωB97M-V functional and the def2-TZVPD basis

* total charge: -1
* calculated total energy: -3740.292062 Eh
* orbital gap: 0.225 hartree

Last column: Mulliken charge in e.
CARTESIAN COORDINATES (ANGSTROEM)
C: -2.464 1.414 0.651  -0.153
O: -1.819 2.097 1.718  -0.465
C: -0.933 3.087 1.231  -0.413
C: 0.509 2.535 0.960  -0.560
C: 0.673 2.409 -0.577  -0.346
C: 1.826 1.424 -0.992  -1.277
C: 1.370 0.272 -1.876  0.739
C: 0.609 0.439 -3.071  0.983
S: 0.145 2.084 -3.679  -0.123
C: 0.158 -0.649 -3.874  -0.155
C: -0.665 -0.423 -5.152  -1.310
C: -2.148 -0.161 -4.729  -0.334
O: -2.738 -1.431 -4.418  -0.519
C: 0.463 -1.985 -3.501  0.127
C: -0.023 -3.231 -4.282  0.087
O: -0.956 -3.837 -3.741  -0.715
O: 0.531 -3.485 -5.372  -0.786
C: 1.250 -2.153 -2.348  0.915
C: 1.697 -1.055 -1.548  -0.854
C: 2.514 -1.598 -0.394  0.163
O: 2.981 -0.991 0.523  -0.618
N: 2.570 -3.009 -0.598  0.362
C: 3.828 -3.678 -0.488  0.607
F: 4.599 -3.210 0.499  -0.306
F: 3.593 -4.985 -0.197  -0.347
C: 4.699 -3.694 -1.802  0.798
F: 5.994 -3.826 -1.423  -0.300
F: 4.458 -4.751 -2.559  -0.230
F: 4.624 -2.566 -2.492  -0.246
C: 1.764 -3.433 -1.711  -0.027
O: 1.548 -4.531 -2.105  -0.491
H: -1.742 0.904 -0.011  0.057
H: -3.081 0.621 1.098  0.332
H: -3.132 2.094 0.084  0.029
H: -1.327 3.538 0.297  0.079
H: -0.919 3.906 1.971  0.397
H: 0.616 1.577 1.484  0.344
H: 1.186 3.306 1.357  0.380
H: 0.982 3.403 -0.942  0.133
H: -0.258 2.104 -1.062  0.344
H: 2.233 1.031 -0.049  0.301
H: 2.668 1.974 -1.449  0.451
H: 1.308 2.761 -3.871  0.156
H: -0.623 -1.331 -5.770  0.465
H: -0.238 0.444 -5.678  0.519
H: -2.708 0.352 -5.520  0.312
H: -2.123 0.414 -3.788  0.264
H: -2.459 -1.619 -3.516  0.333
O: -4.575 3.493 -1.891  -0.951
P: -5.078 4.498 -2.915  0.957
N: -4.865 5.903 -1.920  0.182
C: -5.696 6.179 -0.766  -1.083
C: -3.462 6.134 -1.586  -1.286
N: -6.687 3.879 -3.007  0.242
C: -7.843 4.479 -2.389  -1.064
C: -6.801 2.422 -2.994  -1.050
N: -5.453 5.538 -4.256  0.060
C: -5.537 6.987 -4.272  -0.850
C: -5.852 4.918 -5.513  -1.075
H: -5.348 7.079 -0.253  0.375
H: -5.705 5.353 -0.042  0.269
H: -6.720 6.412 -1.056  0.315
H: -2.836 6.032 -2.479  0.387
H: -3.095 5.427 -0.832  0.353
H: -3.317 7.151 -1.214  0.401
H: -7.826 4.379 -1.296  0.323
H: -8.759 4.002 -2.748  0.372
H: -7.939 5.533 -2.661  0.215
H: -6.777 2.015 -1.976  0.295
H: -5.990 1.965 -3.560  0.308
H: -7.733 2.110 -3.473  0.359
H: -6.393 7.340 -3.692  0.243
H: -5.656 7.359 -5.293  0.370
H: -4.631 7.456 -3.892  0.259
H: -6.932 5.011 -5.663  0.316
H: -5.599 3.859 -5.528  0.299
H: -5.338 5.374 -6.364  0.419
O: 3.137 -2.938 5.385  -0.906
P: 3.848 -4.226 5.771  0.910
N: 4.896 -3.561 6.982  0.230
C: 6.025 -2.713 6.657  -1.097
C: 4.153 -2.992 8.102  -1.182
N: 4.546 -4.544 4.228  0.223
C: 5.939 -4.364 3.898  -1.105
C: 3.708 -4.228 3.071  -1.366
N: 4.310 -5.831 6.251  0.025
C: 5.269 -6.222 7.267  -0.821
C: 3.780 -6.954 5.488  -1.097
H: 6.508 -2.357 7.571  0.370
H: 5.739 -1.839 6.057  0.306
H: 6.804 -3.266 6.135  0.295
H: 3.363 -3.678 8.423  0.380
H: 3.687 -2.034 7.844  0.328
H: 4.810 -2.842 8.964  0.362
H: 6.219 -3.304 3.848  0.351
H: 6.161 -4.808 2.924  0.353
H: 6.588 -4.884 4.608  0.254
H: 3.765 -3.168 2.801  0.417
H: 2.664 -4.471 3.273  0.327
H: 4.007 -4.825 2.211  0.450
H: 6.288 -5.962 6.971  0.241
H: 5.241 -7.303 7.434  0.384
H: 5.052 -5.770 8.234  0.249
H: 4.547 -7.369 4.827  0.316
H: 2.935 -6.648 4.872  0.327
H: 3.416 -7.748 6.147  0.414

***

Formula: C31H26BrN8O2Se4Sn
Source: the OMol25 dataset
Level of theory: the ωB97M-V functional and the def2-TZVPD basis

* total charge: -1
* calculated total energy: -14179.583814 Eh
* orbital gap: 0.191 hartree
* energy relative to the best compared isomer or geometry (same formula, charge and spin): 21.14 kcal/mol

Last column: Mulliken charge in e.
CARTESIAN COORDINATES (ANGSTROEM)
Sn: 9.509 9.285 10.490  0.654
C: 8.683 7.983 7.248  -0.561
O: 9.267 7.454 8.395  -0.150
C: 10.338 6.583 8.190  0.736
C: 10.650 6.039 6.921  -0.845
C: 11.841 5.321 6.740  -0.518
C: 12.688 5.096 7.846  -0.944
C: 12.339 5.567 9.124  0.099
C: 11.109 6.247 9.325  0.182
N: 10.675 6.681 10.557  -0.006
N: 11.271 6.162 11.534  -0.092
C: 10.869 6.561 12.782  -0.809
C: 9.811 7.361 13.111  0.859
O: 9.014 7.990 12.332  -0.642
C: 9.502 7.574 14.541  -0.415
C: 10.265 7.064 15.517  -1.110
C: 11.431 6.316 15.190  1.158
C: 12.308 5.844 16.187  -0.901
C: 13.430 5.144 15.921  -0.972
C: 13.628 4.763 14.579  -0.582
C: 12.812 5.170 13.577  -0.245
C: 11.695 6.002 13.802  0.920
H: 8.444 7.233 6.450  0.283
H: 7.848 8.587 7.578  -0.012
H: 9.349 8.670 6.755  0.417
H: 10.002 6.244 6.082  0.240
H: 12.132 4.939 5.750  0.401
H: 13.725 4.715 7.616  0.317
H: 12.886 5.393 10.036  0.466
H: 8.752 8.318 14.779  0.483
H: 10.105 7.298 16.571  0.317
H: 12.085 6.321 17.093  0.373
H: 14.104 4.779 16.650  0.466
H: 14.405 4.030 14.332  0.387
H: 13.009 4.921 12.502  0.162
Br: 17.507 6.822 11.185  -0.206
C: 15.877 7.564 11.729  -0.410
C: 15.717 8.207 12.960  -0.639
C: 14.490 8.771 13.252  -1.040
C: 13.458 8.807 12.331  -0.529
C: 13.593 8.129 11.152  1.108
C: 14.791 7.534 10.878  -0.127
N: 12.259 9.532 12.448  0.329
C: 11.873 10.145 13.503  -0.082
C: 10.585 10.806 13.588  0.337
C: 10.192 11.358 14.820  -0.658
C: 9.041 12.120 14.941  -0.595
C: 8.323 12.279 13.774  -0.891
C: 8.598 11.524 12.660  0.222
N: 9.728 10.843 12.542  0.071
H: 16.457 8.230 13.780  0.357
H: 14.442 9.391 14.080  0.445
H: 12.723 8.015 10.501  0.488
H: 14.932 7.045 9.899  0.466
H: 12.450 10.183 14.483  0.084
H: 10.801 11.247 15.667  0.427
H: 8.731 12.668 15.809  0.449
H: 7.327 12.678 13.780  0.390
H: 7.975 11.521 11.742  0.100
Se: 8.944 11.501 8.652  -0.504
Se: 6.540 11.930 8.825  -0.249
Se: 5.587 9.760 9.133  -0.313
Se: 6.909 8.892 10.871  -0.167
N: 13.176 8.752 6.050  -0.408
C: 14.138 8.913 6.953  0.727
N: 13.817 9.187 8.212  -0.206
N: 15.434 8.826 6.667  -0.707
C: 15.729 8.275 5.450  0.427
N: 16.087 7.841 4.438  -0.562
H: 12.249 8.630 6.413  0.146
H: 13.385 8.214 5.192  0.292
H: 12.889 9.452 8.600  0.094
H: 14.598 9.294 8.853  0.219